[1]
The following is a quantum chemistry calculation of a molecular structure, C16AlB4O32 at a distorted geometry, from the OMol25 dataset.

Structure (XYZ):
```
53
Properties=species:S:1:pos:R:3:forces:R:3
Al 2.4725 -0.7880 2.0055 -0.403 0.701 -0.361
O -1.4474 5.0889 0.6263 2.590 -3.113 -1.337
C -0.6261 4.2518 0.1987 -2.002 2.701 0.371
O 0.6647 4.2335 0.5146 1.082 -1.208 0.071
B 1.3440 3.0448 -0.1648 -2.609 2.984 -1.610
O 0.4186 2.6600 -1.2168 -1.425 2.176 3.337
C -0.8355 3.1879 -0.9366 -3.491 -0.018 -0.382
O -1.9234 2.9355 -1.4558 4.414 1.974 2.413
O 1.5924 2.0236 0.8515 1.190 -0.921 2.014
C 2.8446 1.7240 0.8782 -3.459 4.207 -2.175
O 3.3054 0.9414 1.6591 1.918 -4.051 3.928
C 3.5382 2.5623 -0.2200 0.450 0.721 -1.381
O 2.6098 3.2887 -0.8279 1.014 -0.362 1.963
O 4.6849 2.4885 -0.5302 0.318 -0.373 0.530
O 1.8380 -2.5493 1.4595 0.431 -5.006 -3.889
C 0.9609 -2.5620 0.5500 1.745 -0.216 0.517
O -0.0265 -1.7513 0.5435 1.342 -0.947 -0.030
B -0.7517 -1.9018 -0.7479 -2.807 1.035 -0.686
O -0.0282 -2.9358 -1.4894 0.936 0.614 0.502
C 1.0597 -3.2518 -0.8029 1.509 -5.580 -0.515
O 1.9877 -4.0005 -1.1846 -5.252 0.102 4.299
O -2.1583 -2.2736 -0.4741 2.554 -1.347 -0.744
C -2.9244 -1.3314 -0.9168 -3.537 3.671 -1.789
O -4.1578 -1.2579 -0.9277 4.244 -0.705 -0.748
C -1.9170 -0.1263 -1.5345 -5.717 0.721 -0.892
O -0.7184 -0.5332 -1.3044 2.077 -3.010 1.302
O -2.3453 0.8501 -2.1079 0.573 -3.315 1.052
O -0.9686 2.7845 -3.7660 2.133 -1.342 1.157
C 0.0103 2.2447 -3.2630 -2.468 0.318 -3.326
O 0.0278 1.0510 -2.6027 2.215 0.368 -3.628
B 1.4543 0.6600 -2.4603 -3.265 3.374 -2.520
O 2.1888 1.8145 -3.0466 2.532 -1.020 -0.376
C 1.4356 2.7727 -3.5745 -2.379 0.112 0.398
O 1.6498 3.8250 -4.1296 0.957 -1.833 0.874
O 1.7156 -0.6644 -2.9630 0.847 -1.058 0.173
C 2.2644 -1.4780 -2.0701 2.179 -2.117 -2.907
O 2.7170 -2.6410 -2.2839 0.461 8.702 -0.999
C 2.2396 -0.5502 -0.7921 -0.667 1.470 -0.567
O 1.7600 0.6303 -1.0169 2.049 -4.056 0.061
O 2.5212 -0.8907 0.3718 1.833 1.203 -4.324
O 0.2960 -3.9223 4.4468 -1.201 1.305 -2.382
C -0.3412 -3.2199 3.6924 -2.903 0.629 2.114
O -1.7733 -3.1689 3.5151 3.743 -1.303 0.468
B -2.1961 -1.9143 2.9237 -3.381 0.389 0.384
O -0.9516 -1.2634 2.5852 2.791 1.727 1.051
C 0.0784 -1.8376 3.0477 -2.926 -1.185 0.590
O 1.2402 -1.4582 2.9268 -1.182 4.169 5.783
O -3.0061 -1.0789 3.9089 0.655 -0.298 -0.895
C -4.1837 -0.7754 3.3391 -3.551 0.446 2.603
O -5.1530 -0.2332 3.9111 3.542 -1.371 -1.816
C -4.2539 -1.4500 1.9616 -2.563 2.274 -1.795
O -3.0465 -1.9239 1.7186 0.933 -1.343 1.063
O -5.1864 -1.3300 1.1755 1.934 -0.993 3.055
```
Positions in Å, forces in eV/Å.

energy above the lowest of the compared OMol25 structures with the same formula, charge and spin	295.2	kJ/mol
charge	-1
E_LUMO	-2.615	eV
highest occupied orbital energy	-0.235	Ha

---

[2]
The following is a quantum chemistry calculation of a molecular structure, C16B4Ba2O32 at a distorted geometry, from the OMol25 dataset.

Structure (XYZ):
```
54
Properties=species:S:1:pos:R:3:forces:R:3
Ba 4.1585 -3.8874 1.1278 -1.442 1.287 0.346
Ba -1.8714 3.2917 0.9201 -0.235 -1.240 -0.618
O -0.0341 2.2411 2.4349 -0.261 0.468 -0.012
C 0.6483 1.4073 2.9767 0.129 -1.152 0.276
O 0.2068 0.2609 3.4349 -0.129 -0.034 -0.274
B 1.3413 -0.5796 3.8659 0.699 1.156 0.708
O 2.5119 0.3896 3.9017 -0.710 -1.715 -0.050
C 2.1513 1.4785 3.3000 0.388 2.231 0.276
O 2.8079 2.4768 3.1724 -0.199 -0.389 -0.407
O 1.6070 -1.6548 2.9145 1.118 -0.764 -0.604
C 1.8139 -2.7550 3.5881 -2.146 -0.738 -0.265
O 2.1459 -3.8488 3.1664 1.407 0.472 -0.754
C 1.2656 -2.5382 5.0004 1.658 -0.701 1.088
O 1.1745 -1.2409 5.1506 -0.870 1.007 -0.022
O 1.1796 -3.3849 5.8384 -0.429 0.173 -0.338
O -2.3968 -1.4102 -4.2651 -0.300 -0.154 0.158
C -2.5774 -0.2701 -3.9786 0.290 0.156 -0.294
O -3.3385 0.2213 -3.0084 -0.859 0.341 1.051
B -3.3050 1.7028 -3.0067 -0.162 -1.375 -1.609
O -2.1765 1.9917 -3.8975 -0.409 1.375 0.431
C -1.9177 0.9345 -4.6549 0.395 -0.764 -0.070
O -1.2634 0.8805 -5.6451 0.148 0.437 -0.180
O -3.2168 2.2657 -1.6490 2.005 -0.307 1.868
C -4.0957 3.1532 -1.3842 -1.599 1.633 -0.824
O -4.2168 3.8228 -0.3581 0.895 -0.790 -0.296
C -4.9769 3.2975 -2.6651 0.331 -2.080 -0.019
O -4.5754 2.3102 -3.4664 0.238 0.541 -0.067
O -5.9016 4.0053 -2.8345 -0.696 1.162 0.071
O 5.0973 -1.1386 1.5070 -1.093 -1.343 -0.527
C 4.5002 -0.3528 0.7825 1.043 0.657 0.471
O 3.2716 -0.3662 0.3783 -0.116 -0.843 0.110
B 3.0599 0.8125 -0.5311 -1.091 1.011 -0.573
O 4.2769 1.5828 -0.4074 -0.360 0.330 -0.788
C 5.1913 0.9070 0.2374 0.290 -0.092 0.415
O 6.3319 1.1814 0.4174 0.287 0.074 -0.021
O 1.8754 1.6087 -0.0859 0.025 0.014 0.753
C 0.8673 1.4663 -0.9108 0.661 -0.945 0.530
O -0.2504 1.8673 -0.7231 -0.366 0.932 -0.079
C 1.3868 0.6318 -2.1006 -0.133 1.470 -0.750
O 2.6746 0.4371 -1.8907 1.186 -0.964 0.721
O 0.8114 0.4468 -3.1163 -0.609 -0.544 -0.226
O -3.3184 0.6900 0.9313 1.090 0.821 0.288
C -2.7353 -0.2868 0.5150 -1.340 -0.382 -0.862
O -1.5536 -0.3696 -0.0240 0.609 0.279 0.531
B -1.2454 -1.7845 -0.3388 -1.349 0.358 -0.369
O -2.5203 -2.4831 -0.1150 0.925 -0.635 -0.164
C -3.4204 -1.6643 0.3713 -0.506 0.324 1.022
O -4.5358 -1.9044 0.7216 0.228 -0.058 -0.281
O -0.1250 -2.2438 0.5263 0.674 -0.637 0.207
C 0.7827 -2.7839 -0.2332 -1.074 0.497 0.014
O 1.8462 -3.2535 0.1135 1.096 -0.540 0.599
C 0.3315 -2.6433 -1.6918 1.251 0.355 -0.780
O -0.7770 -1.9616 -1.7016 -0.413 -0.021 0.152
O 1.0284 -2.9570 -2.6108 -0.166 -0.355 0.038
```
Positions in Å, forces in eV/Å.

energy above the lowest of the compared OMol25 structures with the same formula, charge and spin	93.2	kJ/mol
E_LUMO	-2.723	eV
highest occupied orbital energy	-0.331	Ha

---

[3]
The following is a quantum chemistry calculation of a molecular structure, C16H10Cl52FNO5P2 at a distorted geometry, from the OMol25 dataset.

Structure (XYZ):
```
87
Properties=species:S:1:pos:R:3:forces:R:3
C -6.9113 3.7312 0.2263 -0.533 -0.147 -0.350
C -6.2280 4.5646 -0.8420 0.196 0.064 0.617
F -6.7154 4.2380 -2.1015 -0.089 -0.065 0.026
C -4.7262 4.4745 -0.8515 -0.053 0.272 -0.366
O -4.2881 3.1047 -0.8144 0.012 -0.427 0.208
P -2.7165 2.9349 -0.8984 1.169 1.194 -0.529
O -2.1011 3.7845 -1.9258 -0.270 0.010 -0.286
O -2.1099 3.3042 0.5281 -0.749 -0.453 0.293
O -2.3753 1.4065 -1.0510 0.092 -0.347 0.310
P -2.1703 0.8606 -2.6462 -0.901 -0.053 -1.234
N -1.7992 -0.7520 -2.2769 -0.025 0.502 0.660
O -0.7081 1.3460 -3.1654 -0.068 -0.381 0.322
H -6.3028 3.5980 1.1174 0.070 0.107 0.006
H -7.1709 2.7505 -0.1701 0.260 -0.089 -0.024
H -7.8577 4.2022 0.4878 0.019 0.006 0.177
H -6.4648 5.6179 -0.6644 0.037 0.072 -0.187
H -4.3611 4.9629 -1.7554 0.121 -0.164 -0.080
H -4.3154 5.0346 -0.0061 -0.118 -0.135 0.176
H -2.1138 4.2691 0.5872 0.175 -0.008 0.126
H -2.4351 -1.1301 -1.5836 0.065 -0.149 -0.027
H -1.8388 -1.2992 -3.1285 0.052 -0.127 0.055
H -0.8916 1.8606 -3.9625 0.225 0.350 0.190
C 1.7666 2.2379 1.4624 -0.062 -0.087 -0.088
Cl 1.1271 3.3520 2.6969 0.098 -0.395 -0.017
Cl 2.0530 0.6427 2.1850 -0.178 0.176 0.055
Cl 0.6082 2.0802 0.1540 0.234 -0.045 -0.011
Cl 3.2964 2.8604 0.8316 0.039 -0.046 0.033
C 2.8212 7.4252 1.1675 -0.091 -0.053 -0.016
Cl 3.3175 7.2688 -0.5210 0.006 0.010 0.010
Cl 1.6251 8.7187 1.3115 0.209 0.002 0.087
Cl 2.0861 5.9072 1.7028 0.211 0.537 -0.095
Cl 4.2303 7.7947 2.1664 -0.034 -0.016 -0.005
C 0.7765 -3.6939 -3.1804 -0.033 0.149 0.154
Cl -0.5114 -4.7441 -2.5768 0.001 -0.008 0.006
Cl 1.1795 -2.4851 -1.9645 0.010 -0.004 0.007
Cl 2.2126 -4.6629 -3.5192 0.011 -0.051 -0.122
Cl 0.2191 -2.8866 -4.6577 -0.179 0.086 0.381
C 5.6454 -1.6798 1.7293 -0.017 0.013 0.005
Cl 5.1988 0.0288 1.6434 0.260 -0.045 -0.038
Cl 7.0858 -1.9590 0.7558 0.016 -0.421 0.368
Cl 5.9529 -2.1202 3.4124 0.021 0.002 -0.011
Cl 4.3123 -2.6565 1.1036 -0.031 -0.004 -0.019
C 8.1704 0.0474 -2.6886 -0.042 -0.041 0.024
Cl 7.6323 -1.4254 -3.5042 0.214 -0.056 0.301
Cl 7.1226 0.3538 -1.3062 0.013 0.403 -0.304
Cl 9.8367 -0.1591 -2.1365 -0.003 0.005 0.007
Cl 8.0899 1.4129 -3.8104 0.020 -0.013 -0.018
C 5.2222 -1.1348 -7.3014 0.019 0.227 0.398
Cl 3.9606 -2.1581 -6.5641 1.770 1.634 -0.346
Cl 6.1598 -0.3248 -6.0387 -0.216 0.061 -0.337
Cl 6.3124 -2.1336 -8.2691 0.067 0.037 0.056
Cl 4.4540 0.0733 -8.3372 -0.020 -0.047 -0.018
C -2.3419 1.0603 4.3501 0.044 -0.030 -0.055
Cl -2.8314 2.7604 4.3342 0.009 -0.014 -0.009
Cl -0.8413 0.8657 3.4469 -0.265 -0.189 0.095
Cl -2.0918 0.5231 6.0100 0.042 0.317 0.011
Cl -3.6108 0.0757 3.6046 -0.029 0.004 -0.001
C 2.1234 -3.8911 -8.5355 -0.023 -0.014 -0.040
Cl 1.4252 -2.3448 -9.0319 -0.007 -0.005 0.028
Cl 3.7362 -4.0541 -9.2226 -0.065 -0.113 -0.072
Cl 2.1912 -3.9586 -6.7655 -1.445 -1.863 -0.452
Cl 1.1065 -5.2121 -9.1207 -0.027 0.009 0.040
C -2.4573 -3.0006 8.1504 0.096 -0.006 0.022
Cl -0.7635 -3.5202 8.1748 -0.062 0.332 0.323
Cl -3.4938 -4.3227 8.7034 0.228 0.165 0.058
Cl -2.6485 -1.6046 9.2197 -0.026 0.001 0.017
Cl -2.9250 -2.5426 6.5142 -0.086 -0.228 0.039
C -0.2559 -5.3657 4.4894 -0.023 0.038 -0.001
Cl 0.0628 -3.6490 4.2096 -0.007 0.005 -0.006
Cl -1.3463 -5.5388 5.8627 0.048 -0.433 -0.320
Cl -1.0057 -6.0660 3.0469 0.000 0.009 -0.003
Cl 1.2636 -6.2005 4.8258 -0.008 0.008 -0.012
C 4.3277 -7.3012 -0.8381 -0.006 0.008 -0.009
Cl 3.2429 -8.6721 -1.0891 0.002 0.006 -0.007
Cl 3.4024 -5.9187 -0.2509 -0.037 -0.003 0.047
Cl 5.5618 -7.7340 0.3478 -0.001 0.007 -0.010
Cl 5.1046 -6.8775 -2.3694 0.001 0.003 -0.005
C -6.0439 -5.5375 5.5592 -0.046 0.013 0.000
Cl -6.5371 -3.8418 5.6141 0.014 0.005 0.005
Cl -4.5695 -5.6930 4.6053 -0.015 0.008 0.015
Cl -5.7542 -6.1129 7.2069 -0.173 -0.176 -0.154
Cl -7.3265 -6.5014 4.8184 -0.008 0.007 0.015
C -2.4209 8.2727 0.6124 0.008 0.012 0.026
Cl -1.1996 9.2719 -0.1637 -0.251 0.122 -0.167
Cl -3.8527 8.1537 -0.4141 0.028 -0.028 -0.001
Cl -1.7302 6.6597 0.8754 0.103 -0.005 0.063
Cl -2.8633 8.9737 2.1698 -0.012 -0.017 -0.010
```
Positions in Å, forces in eV/Å.

E_LUMO	-0.053	eV
highest occupied orbital energy	-0.326	Ha

---

[4]
The following is a quantum chemistry calculation of a molecular structure, C16H10ClN2ORuS4, from the OMol25 dataset.

Structure (XYZ):
```
35
Properties=species:S:1:pos:R:3:forces:R:3
Ru 0.7275 1.6066 0.4637 -0.008 0.044 -0.060
Cl 4.2832 -4.3606 2.1335 -0.002 -0.006 0.004
C 3.5934 -2.9622 1.3837 0.015 0.003 -0.007
C 4.3860 -2.1758 0.5298 -0.002 -0.009 0.006
C 3.8709 -1.0659 -0.0862 -0.024 0.007 0.006
C 2.5385 -0.6590 0.1433 0.016 -0.013 0.007
O 2.0771 0.3967 -0.4744 -0.059 0.037 0.032
C 1.7473 -1.4691 1.0041 0.000 0.012 -0.017
C 0.3428 -1.2438 1.0555 0.006 -0.008 0.015
N -0.2381 -0.1098 0.8163 0.049 -0.010 0.020
C -1.5798 -0.0862 0.3322 -0.025 0.009 -0.020
C -2.6433 -0.7937 0.8074 0.010 0.002 -0.008
C -3.8652 -0.7624 0.0941 -0.003 -0.003 0.003
C -3.9895 -0.0667 -1.0750 -0.001 0.001 -0.007
C -2.8970 0.6827 -1.5783 0.015 0.004 0.007
C -2.9061 1.4266 -2.7822 0.001 -0.001 -0.004
C -1.7897 2.1182 -3.1586 -0.009 0.001 0.000
C -0.6616 2.1258 -2.3160 -0.010 -0.001 0.002
N -0.6250 1.4519 -1.1901 0.015 0.002 0.004
C -1.7106 0.6986 -0.8361 0.005 0.006 0.017
C 2.2867 -2.6332 1.5946 -0.003 0.010 -0.003
H 5.4144 -2.4646 0.3577 0.001 0.001 0.000
H 4.4744 -0.4679 -0.7549 0.003 -0.001 0.000
H -0.3056 -2.1053 1.2045 -0.006 0.004 0.005
H -2.5574 -1.3840 1.7106 -0.003 -0.001 0.002
H -4.7071 -1.3190 0.4817 -0.002 -0.001 -0.002
H -4.9216 -0.0742 -1.6245 -0.003 -0.001 0.002
H -3.7978 1.4375 -3.3962 0.000 0.001 0.000
H -1.7615 2.6846 -4.0778 0.001 0.002 0.000
H 0.2159 2.7106 -2.5610 -0.001 -0.003 -0.007
H 1.6620 -3.2590 2.2194 0.000 -0.002 0.000
S 2.2369 1.8002 2.0530 -0.004 -0.029 0.044
S 1.6927 3.1190 3.4590 0.050 -0.019 -0.019
S 0.0156 4.0198 2.8837 -0.051 0.008 -0.021
S -0.6083 3.1836 1.1836 0.028 -0.045 0.000
```
Positions in Å, forces in eV/Å.

energy above the lowest of the compared OMol25 structures with the same formula, charge and spin	0.0	kJ/mol
charge	+1
E_LUMO (alpha / beta)	-5.675 / -5.669	eV
highest occupied orbital energy (alpha / beta)	-0.392 / -0.392	Ha